Record 1
A cluster of 21 separate species, C2H46NO23S in total. Source: OMol25; level of theory: wB97M-V/def2-TZVPD.

The HOMO energy comes out at -5.66 eV. For the LUMO energy, the calculation gives 1.43 eV. The total charge is -1. The calculation puts the orbital gap at 7.09 eV.

Last columns: bonded neighbours and bond lengths (Å).
Geometry (Å):
1 N -3.00 -2.05 2.25  C2 1.477, H8 1.012, H9 1.013
2 C -1.86 -1.28 1.71  N1 1.477, C3 1.522, H10 1.085, H11 1.091
3 C -1.95 -1.12 0.20  C2 1.522, S4 1.791, H12 1.088, H13 1.087
4 S -2.66 0.42 -0.38  C3 1.791, O5 1.470, O6 1.469, O7 1.464
5 O -1.85 0.79 -1.54  S4 1.470
6 O -2.49 1.42 0.69  S4 1.469
7 O -4.05 0.22 -0.79  S4 1.464
8 H -2.84 -2.20 3.24  N1 1.012
9 H -3.86 -1.54 2.13  N1 1.013
10 H -1.72 -0.33 2.23  C2 1.085
11 H -0.97 -1.87 1.92  C2 1.091
12 H -0.94 -1.14 -0.20  C3 1.088
13 H -2.48 -1.97 -0.21  C3 1.087
14 O -0.68 -3.82 0.10  H15 0.963, H16 0.964
15 H -1.06 -4.63 0.45  O14 0.963
16 H 0.04 -4.12 -0.48  O14 0.964
17 O -1.33 4.12 -0.59  H18 0.977, H19 0.965
18 H -1.70 3.28 -0.25  O17 0.977
19 H -0.63 3.82 -1.18  O17 0.965
20 O -2.23 4.48 -3.54  H21 0.965, H22 0.965
21 H -1.98 4.34 -2.62  O20 0.965
22 H -1.83 3.74 -4.01  O20 0.965
23 O 1.85 -2.47 1.01  H24 0.971, H25 0.967
24 H 0.98 -2.59 0.60  O23 0.971
25 H 2.48 -2.83 0.36  O23 0.967
26 O 2.62 0.17 0.06  H27 0.965, H28 0.965
27 H 2.46 -0.75 0.30  O26 0.965
28 H 1.87 0.66 0.43  O26 0.965
29 O 5.07 -1.38 0.39  H30 0.965, H31 0.965
30 H 4.87 -0.46 0.57  O29 0.965
31 H 4.53 -1.56 -0.40  O29 0.965
32 O 0.58 0.18 2.33  H33 0.963, H34 0.963
33 H 1.37 -0.29 2.64  O32 0.963
34 H 0.73 1.09 2.59  O32 0.963
35 O 2.08 -0.97 4.63  H36 0.961, H37 0.963
36 H 2.33 -1.14 5.55  O35 0.961
37 H 2.47 -1.71 4.15  O35 0.963
38 O 1.43 -3.70 3.59  H39 0.970, H40 0.965
39 H 1.69 -3.19 2.81  O38 0.970
40 H 1.02 -4.48 3.19  O38 0.965
41 O -4.23 3.24 -1.19  H42 0.972, H43 0.963
42 H -4.38 2.29 -1.06  O41 0.972
43 H -4.96 3.66 -0.71  O41 0.963
44 O -2.58 1.72 -4.73  H45 0.968, H46 0.960
45 H -3.02 1.92 -3.89  O44 0.968
46 H -3.18 1.11 -5.17  O44 0.960
47 O 3.49 -2.35 -2.08  H48 0.967, H49 0.965
48 H 3.30 -1.50 -2.51  O47 0.967
49 H 3.73 -2.93 -2.81  O47 0.965
50 O -5.90 3.24 1.64  H51 0.966, H52 0.962
51 H -5.08 2.78 1.84  O50 0.966
52 H -5.74 4.15 1.91  O50 0.962
53 O 2.66 -4.42 -3.80  H54 0.962, H55 0.962
54 H 2.15 -5.00 -3.22  O53 0.962
55 H 2.20 -4.45 -4.65  O53 0.962
56 O 1.31 5.55 -1.09  H57 0.966, H58 0.962
57 H 0.49 5.13 -0.78  O56 0.966
58 H 1.17 6.48 -0.91  O56 0.962
59 O -2.86 6.71 -1.26  H60 0.965, H61 0.963
60 H -3.19 5.87 -0.92  O59 0.965
61 H -2.16 6.45 -1.86  O59 0.963
62 O 1.82 -6.48 2.98  H63 0.962, H64 0.964
63 H 2.09 -6.64 3.89  O62 0.962
64 H 2.23 -7.20 2.48  O62 0.964
65 O 4.29 -7.25 1.85  H66 0.962, H67 0.964
66 H 5.10 -7.71 2.07  O65 0.962
67 H 4.42 -6.34 2.12  O65 0.964
68 O 4.56 -0.43 -3.94  H69 0.963, H70 0.963
69 H 5.38 -0.86 -3.65  O68 0.963
70 H 4.70 0.50 -3.77  O68 0.963
71 O -2.00 9.28 0.15  H72 0.961, H73 0.969
72 H -1.73 9.81 -0.61  O71 0.961
73 H -2.42 8.50 -0.25  O71 0.969

Record 2
A cluster of 2 separate species, C4H14N2O2 in total. Source: OMol25; level of theory: wB97M-V/def2-TZVPD.

The energy above the lowest of the compared OMol25 structures with the same formula, charge and spin comes out at 2.323 eV. The HOMO energy comes out at -8.95 eV. The SMILES is CNCCNCO.O. For the LUMO energy, the calculation gives 0.66 eV. The calculation puts the orbital gap at 9.62 eV.

Last columns: bonded neighbours and bond lengths (Å).
Geometry (Å):
1 C -1.29 1.80 -0.59  N2 1.479, H8 1.116, H9 1.120, H10 1.078
2 N -0.71 0.50 -0.21  C1 1.479, C3 1.488, H11 1.036
3 C -0.82 0.16 1.24  N2 1.488, C4 1.582, H12 1.101, H13 1.091
4 C 0.40 -0.61 1.90  C3 1.582, N5 1.463, H14 1.083, H15 1.078
5 N 1.75 -0.38 1.39  C4 1.463, C6 1.448, H16 1.019
6 C 2.10 -0.93 0.10  N5 1.448, O7 1.431, H17 1.105, H18 1.085
7 O 2.02 -0.08 -1.05  C6 1.431, H19 0.958
8 H -2.21 2.23 -0.14  C1 1.116
9 H -1.78 1.54 -1.56  C1 1.120
10 H -0.66 2.68 -0.67  C1 1.078
11 H 0.29 0.59 -0.46  N2 1.036
12 H -1.68 -0.52 1.19  C3 1.101
13 H -1.15 0.99 1.85  C3 1.091
14 H 0.39 -0.39 2.96  C4 1.083
15 H 0.32 -1.68 1.78  C4 1.078
16 H 1.97 0.61 1.27  N5 1.019
17 H 3.16 -1.23 0.16  C6 1.105
18 H 1.65 -1.90 -0.10  C6 1.085
19 H 2.81 0.45 -1.14  O7 0.958
20 O -2.99 -0.56 -2.15  H21 0.975, H22 0.967
21 H -2.26 0.03 -1.90  O20 0.975
22 H -2.46 -1.36 -2.07  O20 0.967

Record 3
An isolated molecule of C6H10O. Source: OMol25; level of theory: wB97M-V/def2-TZVPD.

The energy above the lowest of the compared OMol25 structures with the same formula, charge and spin comes out at 3.554 eV. The HOMO energy comes out at -8.27 eV. For the LUMO energy, the calculation gives 1.08 eV. The calculation puts the orbital gap at 9.34 eV.

Last columns: bonded neighbours and bond lengths (Å).
Geometry (Å):
1 C 2.43 0.00 0.62  O2 1.427, H8 1.091, H9 1.092, H10 1.098
2 O 1.25 0.51 0.00  C1 1.427, C3 1.327
3 C 0.90 -0.10 -1.13  O2 1.327, C7 1.497
4 C -0.87 -1.06 -0.41  C5 1.553, C7 1.567, H11 1.112, H12 1.090
5 C -1.45 -0.03 0.60  C4 1.553, C6 1.549, H13 1.094, H14 1.094
6 C -1.31 1.10 -0.44  C5 1.549, C7 1.543, H15 1.095, H16 1.095
7 C -0.55 0.14 -1.37  C3 1.497, C4 1.567, C6 1.543, H17 1.094
8 H 2.90 0.82 1.16  C1 1.091
9 H 3.09 -0.44 -0.13  C1 1.092
10 H 2.13 -0.78 1.34  C1 1.098
11 H 0.11 -1.53 -0.17  C4 1.112
12 H -1.49 -1.88 -0.76  C4 1.090
13 H -2.48 -0.24 0.91  C5 1.094
14 H -0.84 0.10 1.50  C5 1.094
15 H -2.28 1.43 -0.84  C6 1.095
16 H -0.74 1.99 -0.14  C6 1.095
17 H -0.84 0.06 -2.43  C7 1.094

Record 4
An isolated molecule of C19H18N4O3S. Source: OMol25; level of theory: wB97M-V/def2-TZVPD.

The energy above the lowest of the compared OMol25 structures with the same formula, charge and spin comes out at 4.403 eV. The HOMO energy comes out at -8.24 eV. The SMILES is COc1ccc(C2=Nn3c(nnc3-c3ccccc3OC)SC2)cc1OC. For the LUMO energy, the calculation gives -0.19 eV. The calculation puts the orbital gap at 8.06 eV.

Last columns: bonded neighbours and bond lengths (Å).
Geometry (Å):
1 C 6.15 1.64 0.17  O2 1.412, H28 1.091, H29 1.090, H30 1.091
2 O 4.84 1.93 0.63  C1 1.412, C3 1.352
3 C 3.81 1.07 0.47  O2 1.352, C4 1.397, C25 1.412
4 C 2.61 1.52 1.01  C3 1.397, C5 1.374, H31 1.078
5 C 1.45 0.78 0.95  C4 1.374, C6 1.396, H32 1.077
6 C 1.46 -0.48 0.34  C5 1.396, C7 1.456, C24 1.397
7 C 0.24 -1.25 0.29  C6 1.456, N8 1.283, C23 1.506
8 N -0.86 -0.63 0.54  C7 1.283, N9 1.342
9 N -2.02 -1.30 0.58  N8 1.342, C10 1.375, C13 1.381
10 C -2.22 -2.64 0.81  N9 1.375, N11 1.300, S22 1.731
11 N -3.49 -2.90 0.90  C10 1.300, N12 1.344
12 N -4.15 -1.74 0.71  N11 1.344, C13 1.306
13 C -3.29 -0.78 0.52  N9 1.381, N12 1.306, C14 1.455
14 C -3.56 0.65 0.38  C13 1.455, C15 1.401, C19 1.403
15 C -2.83 1.48 1.23  C14 1.401, C16 1.375, H33 1.079
16 C -3.04 2.84 1.28  C15 1.375, C17 1.388, H34 1.079
17 C -4.01 3.40 0.47  C16 1.388, C18 1.375, H35 1.080
18 C -4.73 2.61 -0.39  C17 1.375, C19 1.402, H36 1.079
19 C -4.51 1.22 -0.47  C14 1.403, C18 1.402, O20 1.352
20 O -5.26 0.63 -1.43  C19 1.352, C21 1.407
21 C -5.05 -0.71 -1.82  O20 1.407, H37 1.090, H38 1.095, H39 1.094
22 S -0.86 -3.70 1.00  C10 1.731, C23 1.843
23 C 0.27 -2.72 -0.07  C7 1.506, S22 1.843, H40 1.094, H41 1.086
24 C 2.66 -0.93 -0.21  C6 1.397, C25 1.386, H42 1.077
25 C 3.83 -0.19 -0.16  C3 1.412, C24 1.386, O26 1.371
26 O 5.01 -0.62 -0.71  C25 1.371, C27 1.406
27 C 5.06 -1.89 -1.32  O26 1.406, H43 1.089, H44 1.095, H45 1.095
28 H 6.18 1.52 -0.91  C1 1.091
29 H 6.74 2.51 0.46  C1 1.090
30 H 6.55 0.75 0.65  C1 1.091
31 H 2.62 2.49 1.49  C4 1.078
32 H 0.54 1.15 1.38  C5 1.077
33 H -2.10 1.03 1.89  C15 1.079
34 H -2.47 3.45 1.96  C16 1.079
35 H -4.20 4.47 0.50  C17 1.080
36 H -5.48 3.02 -1.05  C18 1.079
37 H -5.66 -0.84 -2.72  C21 1.090
38 H -4.00 -0.89 -2.07  C21 1.095
39 H -5.36 -1.41 -1.05  C21 1.094
40 H -0.05 -2.87 -1.11  C23 1.094
41 H 1.25 -3.16 0.08  C23 1.086
42 H 2.68 -1.88 -0.72  C24 1.077
43 H 6.09 -2.00 -1.66  C27 1.089
44 H 4.82 -2.69 -0.62  C27 1.095
45 H 4.39 -1.94 -2.19  C27 1.095

Number 1: calculated total energy -62242.1296 eV. Number 2: calculated total energy -11448.3672 eV. Number 3: calculated total energy -8427.6860 eV. Number 4: calculated total energy -42930.4427 eV.